The following is a DFT calculation (ωB97M-V with the def2-TZVPD basis set) of a 2-piece molecular cluster, C3H11N2O overall at a distorted geometry.

The geometry in XYZ format:
```
17
Properties=species:S:1:pos:R:3:lowdin_charge:R:1
C 0.3555 -1.5350 -0.7895 -0.1865
N 0.8749 -0.2226 -0.3133 -0.1598
C 0.2188 0.9694 -0.8391 -0.3980
N 0.4053 1.0940 -2.2814 -0.0441
H 0.8452 -2.3332 -0.1791 0.0661
H -0.6872 -1.6536 -0.6200 0.0328
H 0.5115 -1.7879 -1.8746 0.0499
H 0.6769 -0.0237 0.7738 0.0035
H 0.6569 1.9050 -0.4455 0.1024
H -0.8685 1.0337 -0.6055 0.1047
H 1.4220 1.0940 -2.4652 0.0558
H 0.1139 0.2167 -2.6975 0.0173
C -0.9292 0.2581 2.4556 -0.3732
O 0.1470 0.7648 1.7644 -0.3868
H -1.0973 -0.8389 2.2934 0.0412
H -0.7475 0.3048 3.5717 0.0391
H -1.8983 0.7544 2.2518 0.0356
```

Its spin multiplicity is 1. Its relative energy (zero: lowest compared OMol25 entry of this formula, charge and spin) is 116.7 kJ/mol. The calculation puts the LUMO energy at 4.26 eV. Its total charge is -1. As for the HOMO-LUMO gap: 6.98 eV.

***

The following is a DFT calculation (ωB97M-V with the def2-TZVPD basis set) of an isolated ion of composition CF2N and charge +1 at a distorted geometry.

The geometry in XYZ format:
```
4
Properties=species:S:1:pos:R:3:lowdin_charge:R:1
C -0.2450 -0.5235 -0.3366 0.1812
N 0.2412 0.5878 0.3173 0.1730
F -0.7881 -1.2731 -1.1193 0.4075
F 0.8368 1.2014 1.2230 0.2383
```

Its SMILES is FC#[N+]F. Its spin multiplicity is 1. Its relative energy (zero: lowest compared OMol25 entry of this formula, charge and spin) is 217.1 kJ/mol. The calculation puts the LUMO energy at -7.79 eV. Its total charge is +1. As for the HOMO-LUMO gap: 11.54 eV.

***

The following is a DFT calculation (ωB97M-V with the def2-TZVPD basis set) of C48H54Br2HfN5O2S as an isolated structure at a distorted geometry.

The geometry in XYZ format:
```
113
Properties=species:S:1:pos:R:3:lowdin_charge:R:1
Hf 0.0158 -0.8117 -0.7864 1.7869
C -0.3236 3.2749 5.5378 -0.0097
C -1.4891 2.8071 4.6369 -0.5493
C -2.5533 2.0911 5.4946 -0.0161
C -2.1294 4.0179 3.9575 -0.0435
C -0.9257 1.8298 3.6354 -0.0949
C -0.8276 2.0830 2.3230 0.0732
C -0.3510 1.0491 1.4614 -0.1092
N -0.2211 1.0919 0.1667 0.0322
C -0.8063 2.0179 -0.7242 -0.1725
C -0.8009 3.4119 -0.5824 0.0384
C -1.5335 4.1737 -1.4584 -0.1337
C -2.2573 3.4832 -2.4453 0.0772
C -2.2954 2.0965 -2.6346 -0.0676
C -1.5502 1.3513 -1.7399 -0.2300
O -1.5506 -0.0191 -1.6716 -0.2417
C -3.1753 1.5244 -3.7616 -0.5244
C -2.8154 2.2197 -5.0856 -0.0277
C -4.6499 1.7886 -3.4121 -0.0205
C -2.9904 0.0185 -3.9759 -0.0463
C -1.6278 5.6973 -1.3376 -0.5503
C -2.9513 6.0276 -0.6204 -0.0233
C -0.4677 6.2622 -0.5173 -0.0527
C -1.6249 6.3564 -2.7240 -0.0370
C -0.1453 -0.3514 2.0239 -0.1542
O -0.1028 -1.2980 1.1657 -0.1127
C -0.0554 -0.5548 3.4191 -0.0657
C -0.4225 0.5322 4.1515 0.1507
C 0.4454 -1.8683 4.0386 -0.5233
C -0.4657 -3.0409 3.6423 -0.0224
C 1.8832 -2.1161 3.5420 -0.0201
C 0.4720 -1.7773 5.5686 -0.0404
H -0.7052 4.0061 6.2526 0.1068
H 0.1142 2.4529 6.1142 0.0894
H 0.4684 3.7498 4.9532 0.0994
H -2.9772 2.8095 6.1987 0.1056
H -3.3709 1.7006 4.8808 0.1023
H -2.1405 1.2697 6.0875 0.0848
H -2.5802 4.6554 4.7187 0.1038
H -1.3927 4.6273 3.4231 0.0909
H -2.9225 3.7236 3.2618 0.0996
H -1.1281 3.0319 1.9086 0.1073
H -0.1730 3.8729 0.1698 0.1174
H -2.8504 4.0838 -3.1224 0.1147
H -2.9937 3.2959 -5.0742 0.0857
H -1.7633 2.0533 -5.3443 0.0844
H -3.4291 1.8043 -5.8878 0.0998
H -4.8595 2.8564 -3.3122 0.0898
H -5.2965 1.3955 -4.2015 0.1003
H -4.9244 1.2985 -2.4741 0.0963
H -1.9533 -0.2278 -4.2344 0.0699
H -3.2823 -0.5686 -3.1059 0.0832
H -3.6227 -0.2845 -4.8134 0.1003
H -2.9829 5.5776 0.3776 0.0837
H -3.0569 7.1100 -0.5089 0.1012
H -3.8123 5.6639 -1.1885 0.0916
H -0.5167 5.9611 0.5349 0.0773
H 0.5034 5.9628 -0.9251 0.0977
H -0.5105 7.3519 -0.5343 0.0990
H -2.5215 6.1241 -3.3028 0.0823
H -1.6015 7.4410 -2.6036 0.0979
H -0.7470 6.0662 -3.3096 0.0987
H -0.3785 0.4370 5.2294 0.1117
H -0.5025 -3.1970 2.5630 0.0620
H -0.0844 -3.9551 4.1016 0.1017
H -1.4862 -2.8885 4.0077 0.1038
H 1.9161 -2.3034 2.4655 0.0579
H 2.5329 -1.2651 3.7695 0.1031
H 2.2962 -2.9931 4.0467 0.1007
H -0.5246 -1.6109 5.9906 0.1014
H 0.8380 -2.7229 5.9691 0.1036
H 1.1462 -0.9921 5.9292 0.1026
Br -0.1693 -7.0973 -3.0733 0.9499
C -0.4103 -5.3564 -2.5121 -0.6592
C -1.1341 -5.0877 -1.3582 -0.0553
C -1.2252 -3.7844 -0.9412 -0.0796
N -0.6626 -2.7607 -1.6181 -0.0267
C -0.0243 -3.0242 -2.7920 -0.1872
C 0.1347 -4.3096 -3.2481 -0.0265
C 0.4517 -1.8483 -3.5874 -0.1966
C 0.4723 -1.8989 -4.9609 -0.0287
C 0.8158 -0.7559 -5.6717 -0.6671
Br 0.8195 -0.7832 -7.5197 0.9376
C 1.1281 0.4042 -4.9861 -0.0601
C 1.0882 0.3764 -3.6122 -0.0767
N 0.7684 -0.7230 -2.9097 -0.0211
H -1.6024 -5.8796 -0.7900 0.1302
H -1.7600 -3.5312 -0.0364 0.1325
H 0.6737 -4.5107 -4.1631 0.1278
H 0.1939 -2.8017 -5.4881 0.1270
H 1.3861 1.3154 -5.5096 0.1300
H 1.3251 1.2686 -3.0459 0.1310
S 6.2129 -3.4617 0.0782 1.1298
C 4.6254 -2.8224 -0.0932 -0.4841
C 4.5174 -1.4537 -0.4037 -0.0588
C 3.2859 -0.9022 -0.5964 -0.1101
N 2.1302 -1.6009 -0.4953 -0.0990
C 2.2360 -2.9160 -0.1737 -0.1329
C 3.4307 -3.5518 0.0228 -0.0302
C 5.9146 -5.1270 0.6050 -0.5318
C 6.3712 -6.1641 -0.1829 -0.0638
C 6.1679 -7.4628 0.2800 -0.1025
N 5.5557 -7.7529 1.4307 0.0928
C 5.1447 -6.7235 2.1824 -0.1146
C 5.3031 -5.3942 1.8210 -0.0961
H 5.4029 -0.8328 -0.4897 0.1274
H 3.2010 0.1517 -0.8411 0.1221
H 1.3154 -3.4736 -0.0619 0.1056
H 3.4402 -4.6057 0.2709 0.1183
H 6.8762 -5.9807 -1.1241 0.1153
H 6.5114 -8.3068 -0.3086 0.1218
H 4.6771 -6.9789 3.1271 0.1168
H 4.9793 -4.5942 2.4779 0.1142
```

Its spin multiplicity is 1. Its relative energy (zero: lowest compared OMol25 entry of this formula, charge and spin) is 136.5 kJ/mol. The calculation puts the LUMO energy at -10.66 eV. Its total charge is +3. As for the HOMO-LUMO gap: 4.97 eV.

***

The following is a DFT calculation (ωB97M-V with the def2-TZVPD basis set) of a 3-piece molecular cluster, C4H7NO overall at a distorted geometry.

The geometry in XYZ format:
```
13
Properties=species:S:1:pos:R:3:lowdin_charge:R:1
C -0.7911 -0.7129 -0.2404 -0.0791
C 0.2528 -0.3823 0.5878 -0.1499
C -0.3013 1.7415 -1.2926 -0.1872
C 1.2287 0.1474 1.2567 0.0876
O 0.1657 -2.3304 0.3883 -0.2041
N -0.9616 1.2963 -0.3192 -0.0090
H -0.4136 -2.6523 1.0961 0.0181
H -1.7754 -0.8633 0.1820 0.1164
H -0.6124 -0.9201 -1.2871 0.1135
H -0.4602 2.7735 -1.6400 0.0563
H 0.4396 1.1648 -1.8751 0.0653
H 1.3080 1.2238 1.3479 0.0839
H 1.9209 -0.4863 1.7957 0.0882
```

Its spin multiplicity is 1. Its relative energy (zero: lowest compared OMol25 entry of this formula, charge and spin) is 684.0 kJ/mol. The calculation puts the LUMO energy (spin up / spin down) at 0.54 / 0.54 eV. As for the HOMO-LUMO gap (spin up / spin down): 8.39 / 8.39 eV.

***

The following is a DFT calculation (ωB97M-V with the def2-TZVPD basis set) of an isolated ion of composition C2HN6 and charge -1 at a distorted geometry.

The geometry in XYZ format:
```
9
Properties=species:S:1:pos:R:3:lowdin_charge:R:1
C -1.6016 0.0047 0.0260 -0.3295
C 0.3186 0.8935 -0.0296 -0.3756
N -0.9461 1.1459 -0.0565 0.0435
N -0.9500 -1.1465 0.0008 0.0021
N 1.5982 -1.1045 -0.0673 -0.0787
N 1.5668 1.1710 0.0193 -0.0276
N 2.3088 -0.0212 -0.0073 -0.1418
N 0.3185 -0.7951 0.0140 -0.1437
H -2.6132 -0.1478 0.1007 0.0512
```

Its SMILES is c1nc2[n-]nnn2n1. Its spin multiplicity is 1. Its relative energy (zero: lowest compared OMol25 entry of this formula, charge and spin) is 122.6 kJ/mol. The calculation puts the LUMO energy at 4.51 eV. Its total charge is -1. As for the HOMO-LUMO gap: 8.66 eV.

***

The following is a DFT calculation (ωB97M-V with the def2-TZVPD basis set) of a 2-piece molecular cluster, C4H2 overall at a distorted geometry.

The geometry in XYZ format:
```
6
Properties=species:S:1:pos:R:3:lowdin_charge:R:1
C 0.5727 -0.0179 -0.1300 -0.1672
C 1.7278 0.0631 0.2031 0.1590
C -0.7058 -0.1724 -0.5787 -0.2410
C -1.8688 -0.3397 -1.0205 -0.0199
H 2.7634 -0.0757 0.3762 0.0406
H -2.4348 0.5732 0.0352 0.2285
```

Its spin multiplicity is 1. Its relative energy (zero: lowest compared OMol25 entry of this formula, charge and spin) is 273.5 kJ/mol. The calculation puts the LUMO energy at -0.96 eV. As for the HOMO-LUMO gap: 8.97 eV.

***

Look up the spin multiplicity of the fourth one.
1

***

Number 1 is which compound?
C3H11N2O

***

relative energy (zero: lowest compared OMol25 entry of this formula, charge and spin) of number 3 (C48H54Br2HfN5O2S)?
136.5 kJ/mol